C4H8N2O | ωB97M-V with the def2-TZVPD basis set

Computed properties:
2S+1: 1
HOMO-LUMO gap, eV: 10.7
LUMO energy, eV: 1.0
Net charge: 0

Last column: Löwdin charge in e.
Element x y z (Å)
C -1.03414 -1.02123 0.65310  -0.042
C -0.17117 0.10000 0.12698  -0.420
C -0.68404 0.93935 -0.99384  -0.140
N -0.63002 1.53444 0.31501  0.054
C 1.52350 -0.51793 -0.37853  -0.510
O 1.48776 -1.41307 -1.16173  0.126
N 2.25634 0.25147 0.37450  0.102
H -2.10230 -0.80478 0.51332  0.083
H -0.80327 -1.94563 0.11304  0.083
H -0.86106 -1.19171 1.72156  0.085
H 0.01689 1.35537 -1.71319  0.114
H -1.65132 0.64404 -1.40221  0.118
H -1.54670 1.50720 0.76143  0.098
H 0.93258 0.44462 0.74010  0.165
H 3.26695 0.11786 0.33046  0.085

***

C20H20N4O4PtS | ωB97M-V with the def2-TZVPD basis set

Computed properties:
2S+1: 1
HOMO-LUMO gap, eV: 6.1
LUMO energy, eV: -8.5
Net charge: +2

Last column: Löwdin charge in e.
Element x y z (Å)
Pt -0.01014 1.79583 1.08634  1.464
N -2.86951 0.78743 3.77978  0.268
C -2.18602 1.01910 2.68928  -0.444
O -0.91401 1.00394 2.73013  -0.092
C -2.83854 1.26227 1.36609  -0.116
C -1.94146 2.18681 0.54304  -0.174
H -2.38859 0.62818 4.65570  0.159
H -3.87792 0.79195 3.78194  0.152
H -3.84571 1.66809 1.46911  0.142
H -2.93058 0.28470 0.88418  0.137
H -2.07843 3.23461 0.80589  0.092
H -2.06057 2.04289 -0.52710  0.075
C 0.57269 2.98024 -4.49874  0.001
C 0.76135 2.96548 -3.02320  -0.184
C 1.67007 2.09279 -2.41630  0.006
C 1.89615 2.15823 -1.06444  -0.013
C 1.13618 3.04324 -0.24347  -0.434
C 0.20931 3.94502 -0.88371  -0.024
C 0.02613 3.88290 -2.22924  0.013
S 1.75973 3.47802 1.39769  0.548
O 2.57878 4.61320 1.51496  -0.161
O 2.23085 2.13048 1.77420  -0.322
O 0.34302 3.57451 2.00034  -0.379
H 1.15987 2.21583 -5.00057  0.096
H 0.86488 3.95868 -4.88893  0.119
H -0.48257 2.85243 -4.74978  0.110
H 2.24387 1.39795 -3.01532  0.138
H 2.67141 1.55843 -0.60188  0.139
H -0.30817 4.67684 -0.27418  0.140
H -0.65953 4.56325 -2.71839  0.142
N 1.73816 -8.56372 1.48681  0.203
C 1.46028 -7.47931 1.23278  -0.157
C 1.10999 -6.12157 0.91732  -0.199
C 1.44666 -5.59022 -0.32548  0.013
C 1.11617 -4.28081 -0.62811  0.009
C 0.43978 -3.52823 0.31765  -0.185
C 0.08731 -4.04340 1.55421  0.003
C 0.43380 -5.34807 1.85817  0.010
N 0.09818 -2.16486 0.00414  0.012
C -0.38746 -1.70653 -1.19934  0.012
C -0.54127 -0.36331 -1.07156  -0.083
N -0.15857 -0.01261 0.20112  -0.115
C 0.22899 -1.12140 0.82867  -0.071
H 1.97669 -6.19875 -1.04466  0.137
H 1.40674 -3.85037 -1.57758  0.125
H -0.47392 -3.44876 2.26370  0.121
H 0.16997 -5.77600 2.81507  0.136
H -0.60772 -2.37015 -2.01733  0.147
H -0.91128 0.35360 -1.78472  0.120
H 0.63495 -1.17885 1.82575  0.163

***

C21H24N9O2OsS4 | ωB97M-V with the def2-TZVPD basis set

Computed properties:
Expectation value of S²: 6.06
2S+1: 5
HOMO-LUMO gap (alpha / beta), eV: 6.1 / 5.3
LUMO energy (alpha / beta), eV: -8.6 / -10.4
Net charge: +3

Last column: Löwdin charge in e.
Element x y z (Å)
Os -0.38335 0.89210 0.62881  1.163
C 3.26948 1.43648 -1.59222  0.031
C 1.87308 1.31559 -1.09934  -0.206
N 1.51115 1.40284 0.14536  -0.121
N 2.40710 1.64113 1.16894  0.044
C 1.96491 1.58125 2.43817  -0.718
N 2.81732 1.82153 3.41545  0.166
S 0.31446 1.21380 2.81360  0.678
C 0.75860 1.07316 -2.04208  -0.218
C 0.93321 1.06976 -3.40904  0.047
C -0.16918 0.83097 -4.22920  0.026
C -1.40199 0.60185 -3.65516  0.020
C -1.51034 0.61844 -2.27146  -0.089
N -0.46272 0.85252 -1.48567  -0.082
H 4.01662 1.29911 -0.81411  0.088
H 3.42675 2.41201 -2.05954  0.126
H 3.45245 0.66895 -2.34295  0.112
H 3.36976 1.84641 0.93914  0.161
H 3.78843 2.05193 3.26293  0.145
H 2.50511 1.75357 4.37318  0.131
H 1.90405 1.24769 -3.84701  0.132
H -0.05135 0.82199 -5.30411  0.138
H -2.27763 0.40479 -4.25626  0.137
H -2.45397 0.43795 -1.77212  0.126
N 1.21682 -8.08551 -0.07581  0.274
C 1.00312 -6.79406 -0.26125  -0.227
C 2.04063 -5.84853 0.01486  0.054
C 1.81605 -4.51967 -0.20181  -0.008
C 0.57128 -4.08920 -0.68601  -0.182
C -0.45879 -5.00824 -0.96486  -0.020
C -0.26200 -6.34048 -0.75465  0.055
S 0.30160 -2.35166 -1.05508  0.549
O 1.61797 -1.76796 -1.13202  -0.300
O -0.54492 -2.35857 -2.21900  -0.282
N -0.39917 -1.69384 0.20054  -0.189
C -1.74456 -1.54055 0.34729  -0.760
S -3.07250 -2.55542 0.00007  1.126
C -4.15174 -1.34288 0.59401  -0.338
C -3.47055 -0.24652 0.98714  -0.232
N -2.10285 -0.36686 0.84843  -0.194
H 2.10535 -8.43459 0.25972  0.157
H 0.50375 -8.77579 -0.27407  0.158
H 2.99534 -6.20529 0.37927  0.139
H 2.59301 -3.78947 -0.02493  0.127
H -1.39111 -4.65763 -1.38595  0.110
H -1.03516 -7.06532 -0.97459  0.140
H -5.21622 -1.50772 0.61037  0.088
H -3.88756 0.66576 1.37882  0.097
C -0.66415 5.80694 0.44218  0.008
N -1.19991 5.19251 1.65354  -0.104
C -1.30707 5.83354 2.87366  -0.005
C -1.94891 4.99579 3.71611  -0.019
N -2.22623 3.85891 2.99145  0.088
C -1.77271 3.98315 1.73173  -0.726
S -2.00177 2.84875 0.45175  0.643
H 0.15916 6.46002 0.71754  0.106
H -1.44180 6.38411 -0.05440  0.115
H -0.31742 5.02365 -0.22576  0.068
H -0.92980 6.82942 3.02433  0.144
H -2.23816 5.11112 4.74512  0.139
H -2.74097 3.05624 3.31697  0.165

***

C6H9N | ωB97M-V with the def2-TZVPD basis set

Computed properties:
2S+1: 1
HOMO-LUMO gap (alpha / beta), eV: 8.6 / 7.8
LUMO energy (alpha / beta), eV: 0.5 / 0.0
Net charge: 0

Last column: Löwdin charge in e.
Element x y z (Å)
C 0.15807 0.42604 2.15097  -0.095
C 0.66317 -1.07023 0.03325  -0.212
C 0.74571 1.62533 0.70186  -0.219
C -0.60779 -1.17373 -0.69565  -0.102
C 0.61252 0.14634 0.87885  -0.195
C -0.97017 -0.42093 -1.95170  -0.104
N 0.42063 1.73035 2.05660  0.057
H -0.19349 -0.09125 2.97606  0.090
H 0.77858 -1.89707 0.83984  0.145
H 1.58832 -0.90304 -0.49934  0.112
H 1.79594 1.95406 0.54650  0.123
H 0.12826 2.10072 -0.03280  0.107
H -1.52548 -1.65910 -0.28285  0.110
H -1.06642 -1.07938 -2.79119  0.064
H -0.50079 0.45230 -2.19785  0.033
H -2.02706 -0.14041 -1.73255  0.085

***

C4H10N5Si | ωB97M-V with the def2-TZVPD basis set

Computed properties:
2S+1: 1
HOMO-LUMO gap (alpha / beta), eV: 5.6 / 5.6
LUMO energy (alpha / beta), eV: 1.0 / 1.0
Net charge: -1

Last column: Löwdin charge in e.
Element x y z (Å)
C -0.50382 1.82774 -2.12782  -0.190
C -0.01024 -2.57703 1.07155  -0.196
C -1.01075 0.11776 1.84013  -0.196
C 1.67966 -0.34599 0.46045  -0.233
N -0.02354 3.71011 -2.21197  -0.080
N -0.28809 2.73101 -1.30686  0.013
N -0.49378 1.98027 -3.45030  -0.010
N -0.20700 3.23938 -3.42338  -0.138
N -1.00119 -0.88837 -1.04013  -0.076
Si -0.11024 -0.84152 0.33699  0.231
H 0.94621 -3.02395 1.41255  0.030
H -0.63221 -2.46013 1.94442  -0.003
H -0.37173 -3.19193 0.29288  -0.011
H -2.09555 -0.04071 1.71205  0.012
H -0.66805 -0.45323 2.68543  -0.017
H -0.80015 1.17204 1.80864  -0.007
H 1.86759 -0.13996 1.50984  0.003
H 2.38611 -1.13063 0.22035  -0.004
H 2.26162 0.56788 0.02388  0.049
H -0.92487 -0.25275 -1.75872  -0.175

***

C12H17N | ωB97M-V with the def2-TZVPD basis set

Computed properties:
Expectation value of S²: 0.78
2S+1: 2
HOMO-LUMO gap (alpha / beta), eV: 9.3 / 6.2
LUMO energy (alpha / beta), eV: -3.8 / -7.1
Net charge: +1

Last column: Löwdin charge in e.
Element x y z (Å)
C -0.51844 -3.69068 -0.41428  -0.280
C 0.10741 -2.79023 0.70145  -0.147
C 0.56419 -3.94110 -1.49152  -0.094
H -0.77245 -4.57392 0.15749  0.097
H -1.45719 -3.25797 -0.76475  0.090
H 0.88531 -3.16823 1.35809  0.073
H 0.22567 -4.57487 -2.28232  0.065
H -0.58288 -2.51642 1.50102  0.044
H 0.58985 -1.81654 0.45116  0.059
H 1.00199 -2.96472 -1.68366  0.058
H 1.33204 -4.42773 -0.85774  0.085
C -1.95587 0.23725 2.03337  0.027
C 0.61350 2.06986 0.07022  -0.148
C -0.39009 1.05296 0.14384  -0.109
C -0.73428 0.98471 1.51410  -0.134
C 0.21237 1.71757 2.21681  0.052
C 1.06222 2.43392 -1.18636  0.031
C 0.65125 1.67234 -2.28449  0.005
C -0.57592 0.13403 -0.91128  0.022
C -0.03830 0.43903 -2.12542  -0.033
N 1.07703 2.38178 1.38282  0.150
H 2.08236 2.41662 1.47955  0.178
H 1.38007 3.44258 -1.38380  0.127
H 0.20209 1.75412 3.30256  0.157
H 0.77147 1.89451 -3.33094  0.124
H -1.07785 -0.80203 -0.68736  0.114
H -1.63640 -0.80503 2.10189  0.076
H -2.77721 0.24775 1.31386  0.106
H 0.04823 -0.11868 -3.04519  0.121
H -2.14683 0.73269 2.96884  0.087

***

C3H10N2O4P2 | ωB97M-V with the def2-TZVPD basis set

Computed properties:
2S+1: 1
HOMO-LUMO gap (alpha / beta), eV: 6.5 / 5.8
LUMO energy (alpha / beta), eV: 6.3 / 6.3
Net charge: -2

Last column: Löwdin charge in e.
Element x y z (Å)
C -0.75755 1.26673 -1.64192  -0.196
C -0.42433 1.82976 0.71494  -0.170
C -0.59680 0.66022 -0.27154  -0.416
N 1.64768 -1.17374 1.79815  -0.117
N -0.61174 -2.06073 -0.73606  -0.084
O 2.33760 -1.59646 -0.78090  -0.448
O -2.87887 -0.83714 -0.33587  -0.444
O 3.32417 0.46826 0.29099  -0.515
O -1.21150 -1.20871 1.60781  -0.443
P 2.12629 -0.51794 0.21252  0.418
P -1.44830 -0.87735 0.14081  0.193
H -0.38595 0.44418 -2.27466  0.041
H -0.00419 2.05659 -1.82224  0.055
H -1.86600 1.59185 -1.95925  0.102
H -0.47422 1.46942 1.68015  0.016
H -1.28359 2.47574 0.77430  0.057
H 0.48749 2.28239 0.62244  0.023
H 1.22761 -0.44366 2.35251  -0.001
H 0.97771 -1.87990 1.53835  -0.030
H -0.42327 -1.73480 -1.66401  0.008
H 0.23775 -2.21470 -0.24653  -0.049

***

C19H30N2O3S | ωB97M-V with the def2-TZVPD basis set

Computed properties:
SMILES: CCN(CC)S(=O)(=O)c1ccc(NC(=O)CCC2CCCCC2)cc1
2S+1: 1
HOMO-LUMO gap, eV: 9.3
LUMO energy, eV: 0.4
Net charge: 0

Last column: Löwdin charge in e.
Element x y z (Å)
C 3.49903 1.79912 1.35606  -0.063
C 4.94500 1.34427 1.15482  -0.247
N 5.20177 0.66278 -0.09121  -0.257
C 4.88922 1.31346 -1.34228  -0.272
C 5.73937 2.55950 -1.56890  -0.070
S 5.11662 -0.99481 -0.05991  0.667
O 5.76117 -1.43492 1.14343  -0.287
O 5.60204 -1.47197 -1.32108  -0.281
C 3.37377 -1.39974 0.06528  -0.280
C 2.85047 -1.76871 1.29065  -0.066
C 1.50255 -2.04592 1.40018  -0.010
C 0.66952 -1.94930 0.28220  -0.207
N -0.68247 -2.24045 0.45631  0.129
C -1.69960 -2.20095 -0.46383  -0.478
O -1.55560 -1.87212 -1.61691  0.081
C -3.03183 -2.65947 0.10620  -0.100
C -4.20759 -1.91632 -0.53233  -0.165
C -4.51009 -0.56860 0.12990  -0.337
C -5.76566 0.04405 -0.49610  -0.177
C -6.10915 1.38288 0.14916  -0.205
C -4.94117 2.35335 0.01243  -0.211
C -3.68767 1.75645 0.64249  -0.200
C -3.34635 0.41455 0.00009  -0.166
C 1.21096 -1.57929 -0.94892  0.016
C 2.56372 -1.31042 -1.05044  -0.043
H 3.38620 2.20224 2.35909  0.077
H 2.81011 0.96625 1.23581  0.060
H 3.23283 2.57721 0.64472  0.069
H 5.61399 2.20784 1.22427  0.118
H 5.22915 0.63296 1.93149  0.106
H 3.82186 1.57035 -1.40383  0.115
H 5.11682 0.57473 -2.11184  0.105
H 5.57838 2.92968 -2.57792  0.075
H 6.79068 2.31515 -1.44723  0.083
H 5.47790 3.34721 -0.86681  0.066
H 3.51396 -1.84289 2.13740  0.116
H 1.08814 -2.34248 2.35357  0.114
H -0.92551 -2.53612 1.39215  0.140
H -3.11118 -3.72450 -0.12998  0.128
H -3.05559 -2.55096 1.19200  0.116
H -5.10102 -2.54098 -0.47014  0.116
H -3.97672 -1.76027 -1.58782  0.119
H -4.70553 -0.73914 1.19650  0.147
H -6.60614 -0.64505 -0.38507  0.114
H -5.59387 0.19138 -1.56455  0.124
H -7.00075 1.80175 -0.32191  0.107
H -6.33163 1.23011 1.20815  0.113
H -5.18516 3.30302 0.49324  0.107
H -4.75570 2.55024 -1.04567  0.114
H -2.84722 2.44400 0.52609  0.109
H -3.85600 1.61342 1.71320  0.114
H -2.45168 0.00708 0.47620  0.107
H -3.11795 0.56033 -1.05746  0.129
H 0.57044 -1.51248 -1.81197  0.103
H 3.00316 -1.04751 -1.99899  0.116

***

Taking the records one at a time from the top gives energy relative to the best compared isomer or geometry (same formula, charge and spin) values of 116.3; 0.0; 0.0; 127.2; 132.2; 47.5; 56.2; 7.6 kcal per mole.
Taking the records one at a time from the top gives energy values of -9301.3491; -49280.5904; -85456.3362; -7852.6443; -19633.5385; -14200.7217; -33023.1587; -40148.7795 eV.